(1)
C40H41HgIN3O2P2 | ωB97M-V with the def2-TZVPD basis set

energy above the lowest of the compared OMol25 structures with the same formula, charge and spin	0.448	eV
multiplicity	2
expectation value of S²	0.771
gap between HOMO and LUMO (spin up / spin down)	2.42 / 5.71	eV
LUMO energy (spin up / spin down)	-0.027 / -0.027	eV
charge	0

Each line ends with the Löwdin spin population.
Atoms and positions in Å:
Hg (14.079, 11.524, 15.035)  0.010
I (13.709, 11.560, 18.069)  0.006
C (12.566, 9.752, 17.667)  0.146
C (12.108, 9.092, 18.792)  0.120
C (11.325, 7.913, 18.664)  0.066
C (10.917, 7.471, 17.423)  0.150
C (11.363, 8.152, 16.263)  0.010
C (10.930, 7.695, 15.001)  0.141
C (11.302, 8.366, 13.846)  0.070
C (12.176, 9.443, 13.942)  0.095
C (12.642, 9.937, 15.149)  0.123
C (12.233, 9.312, 16.353)  0.015
H (12.288, 9.499, 19.790)  0.010
H (10.969, 7.385, 19.544)  0.002
H (10.280, 6.613, 17.333)  0.008
H (10.279, 6.836, 14.967)  0.007
H (10.911, 8.029, 12.892)  0.003
H (12.532, 9.882, 13.006)  0.006
O (14.428, 11.929, 12.531)  -0.001
P (14.009, 13.132, 11.704)  0.000
C (12.399, 13.838, 12.262)  0.000
P (12.315, 14.528, 13.969)  0.001
O (13.249, 13.828, 14.914)  0.003
C (12.752, 16.237, 13.820)  0.000
C (13.732, 16.732, 14.695)  0.000
C (14.238, 18.034, 14.566)  0.000
C (13.757, 18.840, 13.565)  0.000
C (12.747, 18.382, 12.693)  0.000
C (12.225, 17.097, 12.839)  0.000
C (10.616, 14.389, 14.446)  0.000
C (10.072, 13.142, 14.800)  0.001
C (8.704, 13.003, 15.119)  0.000
C (7.877, 14.112, 15.109)  0.000
C (8.409, 15.377, 14.803)  0.000
C (9.744, 15.513, 14.444)  0.000
C (15.102, 14.507, 11.715)  0.000
C (16.121, 14.593, 12.654)  0.000
C (16.887, 15.768, 12.772)  0.000
C (16.622, 16.837, 11.949)  0.000
C (15.586, 16.781, 11.018)  0.000
C (14.849, 15.604, 10.867)  0.000
C (13.794, 12.677, 10.005)  0.000
C (12.829, 11.702, 9.719)  0.000
C (12.758, 11.064, 8.447)  0.000
C (13.704, 11.388, 7.483)  0.000
C (14.738, 12.263, 7.790)  0.000
C (14.790, 12.891, 9.020)  0.000
H (11.697, 12.983, 12.215)  0.001
H (12.052, 14.591, 11.495)  0.000
H (14.142, 16.047, 15.453)  0.000
H (15.000, 18.365, 15.271)  0.000
H (14.115, 19.847, 13.445)  0.000
H (12.384, 19.049, 11.907)  0.000
H (11.425, 16.755, 12.181)  0.000
H (10.682, 12.250, 14.838)  0.001
H (8.305, 12.016, 15.365)  0.000
H (6.829, 14.002, 15.363)  0.000
H (7.744, 16.228, 14.793)  0.000
H (10.116, 16.507, 14.215)  0.000
H (16.336, 13.717, 13.267)  0.000
H (17.700, 15.811, 13.488)  0.000
H (17.224, 17.744, 12.017)  0.000
H (15.287, 17.665, 10.459)  0.000
H (14.081, 15.502, 10.097)  0.000
H (12.052, 11.489, 10.465)  0.001
H (11.984, 10.346, 8.280)  0.000
H (13.638, 10.919, 6.506)  0.000
H (15.489, 12.487, 7.028)  0.000
H (15.566, 13.628, 9.193)  0.000
C (18.198, 8.786, 15.625)  0.000
N (17.302, 9.667, 14.899)  0.000
C (16.176, 9.001, 14.252)  0.002
C (17.357, 11.039, 14.928)  0.000
N (16.278, 11.821, 15.052)  0.000
N (18.616, 11.602, 14.841)  0.000
C (19.711, 11.007, 14.092)  0.000
C (18.909, 12.919, 15.380)  0.000
H (17.681, 8.283, 16.461)  0.000
H (19.110, 9.306, 15.995)  0.000
H (18.520, 7.948, 14.951)  0.000
H (16.442, 7.982, 13.921)  0.000
H (15.870, 9.581, 13.377)  0.000
H (15.307, 8.874, 14.942)  0.001
H (16.510, 12.797, 15.063)  0.000
H (19.335, 10.224, 13.426)  0.000
H (20.498, 10.556, 14.738)  0.000
H (20.202, 11.796, 13.458)  0.000
H (18.844, 13.700, 14.598)  0.000
H (19.909, 12.888, 15.815)  0.000
H (18.211, 13.148, 16.203)  0.000

Forces on the atoms, in the same order (eV/Å):
-0.65 -1.63 0.30
-0.53 -0.74 0.18
0.04 0.20 -0.61
-0.87 -1.28 1.27
0.50 1.32 0.62
0.74 0.57 -0.11
-0.22 -0.31 -0.11
0.14 0.44 0.20
0.22 0.12 -0.07
-0.41 -0.28 -1.66
0.41 0.45 0.47
0.19 0.67 0.20
0.10 -0.24 -0.32
0.16 0.22 0.10
-0.19 -0.28 -0.15
-0.13 -0.13 -0.02
0.20 0.08 -0.10
-0.12 0.05 0.18
-0.27 1.56 -1.00
-0.37 -1.51 1.50
-0.40 0.02 -0.83
0.77 -1.16 0.14
-0.11 0.42 -0.43
0.42 1.43 0.01
0.24 -0.45 -0.04
-0.13 -0.88 0.51
-0.84 -0.03 -0.73
0.11 -0.05 0.32
0.40 0.24 -0.04
-1.87 0.32 0.19
-0.48 0.14 0.02
0.72 -0.02 -0.20
0.40 0.46 0.00
-0.14 -0.74 -0.21
0.25 -0.39 0.30
0.69 1.30 -0.20
0.44 0.17 0.19
-0.16 -1.03 -0.08
-0.06 0.64 -0.19
-0.62 -0.48 -0.13
0.28 0.09 0.43
0.42 -1.28 -1.50
-0.69 -0.01 -0.74
0.63 1.19 1.43
-0.29 -0.49 0.25
0.05 0.23 -0.41
-0.46 0.48 0.42
0.16 0.34 0.13
0.30 -0.67 0.82
-0.26 0.40 -0.39
-0.18 0.04 -0.27
0.19 0.22 -0.02
0.03 -0.28 0.30
0.22 0.09 0.06
0.28 -0.09 -0.03
0.23 0.33 -0.05
0.06 0.08 -0.04
0.10 0.15 0.05
0.02 -0.19 -0.01
-0.14 0.28 -0.10
-0.07 0.02 -0.03
-0.20 -0.19 0.09
0.33 -0.20 -0.10
0.09 0.28 0.24
0.41 -0.16 -0.30
-0.29 -0.24 -0.21
0.13 0.08 0.06
-0.20 -0.05 0.33
0.11 -0.16 0.11
0.81 -0.53 -0.19
-0.17 0.46 -0.72
-0.99 -0.24 0.46
-0.64 0.84 0.44
1.50 -1.34 -0.08
0.06 -0.22 0.38
0.50 0.01 -0.39
-0.60 -0.08 0.21
0.10 0.45 -0.12
-0.82 -0.31 -0.19
-0.09 0.76 0.41
0.28 0.51 0.13
-0.13 -0.08 0.20
0.48 0.19 -0.52
0.31 0.26 -0.28
0.05 0.19 0.18
-0.45 0.34 -0.27
-0.48 -0.67 0.56
0.12 -0.17 0.34
0.04 0.20 -0.15
0.26 -0.01 -0.40

(2)
C5H8 | ωB97M-V with the def2-TZVPD basis set

energy above the lowest of the compared OMol25 structures with the same formula, charge and spin	1.001	eV
structure (SMILES)	C=CC1CC1
multiplicity	1
gap between HOMO and LUMO	10.75	eV
LUMO energy	1.329	eV
charge	0

Each line ends with the natural charge from an NBO analysis.
Atoms and positions in Å:
C (1.951, 0.356, 0.149)  -0.402
C (1.093, -0.604, -0.172)  -0.167
C (-0.333, -0.422, -0.552)  -0.278
C (-1.384, -0.448, 0.529)  -0.405
C (-1.091, 0.828, -0.202)  -0.418
H (1.693, 1.405, 0.145)  0.190
H (2.977, 0.115, 0.428)  0.199
H (1.460, -1.630, -0.163)  0.199
H (-0.624, -0.895, -1.482)  0.221
H (-1.023, -0.544, 1.553)  0.216
H (-2.319, -0.977, 0.333)  0.213
H (-1.837, 1.196, -0.901)  0.218
H (-0.564, 1.620, 0.336)  0.215

Forces on the atoms, in the same order (eV/Å):
0.28 -0.13 0.08
0.09 0.03 -0.10
0.00 0.11 0.01
-0.17 -0.32 0.32
0.10 0.34 0.12
-0.12 0.06 -0.02
-0.26 0.03 -0.06
-0.15 0.05 -0.01
0.06 -0.05 0.02
-0.10 0.08 -0.28
0.28 0.23 0.02
0.16 -0.10 0.05
-0.19 -0.32 -0.15

(3)
C54H48Cl2CsF5O3P2Si | ωB97M-V with the def2-TZVPD basis set

energy above the lowest of the compared OMol25 structures with the same formula, charge and spin	0.749	eV
multiplicity	1
gap between HOMO and LUMO	5.04	eV
LUMO energy	3.639	eV
charge	-2

Each line ends with the Löwdin charge.
Atoms and positions in Å:
Cs (1.416, -0.044, -1.422)  1.205
C (1.983, -3.688, -1.296)  -0.264
C (2.926, -3.136, -0.407)  -0.275
C (3.712, -2.210, -1.128)  -0.368
C (3.273, -2.211, -2.472)  -0.391
C (2.186, -3.109, -2.566)  -0.309
C (1.411, -3.473, -3.802)  -0.080
C (3.762, -1.283, -3.552)  -0.098
C (4.761, -1.312, -0.539)  -0.077
C (3.207, -3.560, 1.007)  -0.064
C (1.016, -4.807, -1.028)  -0.062
H (1.518, -4.535, -4.062)  0.066
H (1.741, -2.896, -4.669)  0.050
H (0.334, -3.289, -3.692)  0.040
H (4.855, -1.219, -3.555)  0.069
H (3.411, -0.238, -3.504)  0.026
H (3.470, -1.643, -4.542)  0.060
H (5.675, -1.847, -0.245)  0.065
H (4.411, -0.795, 0.364)  0.059
H (5.062, -0.534, -1.246)  0.063
H (4.188, -4.045, 1.099)  0.069
H (2.467, -4.277, 1.371)  0.045
H (3.219, -2.719, 1.710)  0.043
H (1.284, -5.721, -1.577)  0.067
H (-0.009, -4.553, -1.326)  0.057
H (0.970, -5.069, 0.031)  0.045
C (-3.000, 2.969, 1.036)  -0.145
Si (-2.756, 1.079, 0.928)  0.447
C (-2.065, 0.503, 2.660)  -0.189
C (-3.009, -0.003, 3.562)  -0.092
C (-2.686, -0.457, 4.835)  -0.098
C (-1.372, -0.407, 5.260)  -0.101
C (-0.405, 0.094, 4.398)  -0.105
C (-0.721, 0.534, 3.111)  -0.340
P (0.649, 1.118, 2.015)  1.097
C (0.342, 2.923, 1.963)  -0.380
C (-0.168, 3.637, 3.047)  -0.104
C (-0.348, 5.010, 2.962)  -0.096
C (-0.018, 5.683, 1.789)  -0.093
C (0.483, 4.980, 0.703)  -0.069
C (0.657, 3.604, 0.791)  -0.081
C (2.116, 1.036, 3.116)  -0.371
C (2.829, 2.131, 3.598)  -0.075
C (4.028, 1.953, 4.282)  -0.095
C (4.533, 0.681, 4.498)  -0.106
C (3.835, -0.421, 4.014)  -0.089
C (2.651, -0.242, 3.322)  -0.126
C (-4.646, 0.422, 0.990)  -0.259
C (-5.862, 0.876, 1.507)  -0.114
C (-7.042, 0.191, 1.237)  -0.119
C (-7.025, -0.963, 0.454)  -0.116
C (-5.822, -1.443, -0.047)  -0.105
C (-4.639, -0.757, 0.227)  -0.305
P (-2.814, -0.844, -0.312)  0.937
C (-3.036, -1.348, -2.055)  -0.274
C (-2.513, -2.541, -2.546)  -0.080
C (-2.724, -2.912, -3.868)  -0.104
C (-3.444, -2.087, -4.719)  -0.111
C (-3.952, -0.886, -4.242)  -0.102
C (-3.758, -0.524, -2.918)  -0.088
C (-2.198, -2.313, 0.580)  -0.264
C (-3.067, -3.369, 0.860)  -0.077
C (-2.657, -4.448, 1.631)  -0.091
C (-1.371, -4.483, 2.149)  -0.094
C (-0.496, -3.444, 1.869)  -0.079
C (-0.895, -2.375, 1.081)  -0.057
H (-3.958, 3.279, 0.607)  0.018
H (-2.203, 3.515, 0.526)  0.016
H (-2.997, 3.267, 2.089)  0.025
H (-4.046, -0.063, 3.256)  0.082
H (-3.466, -0.850, 5.478)  0.092
H (-1.083, -0.748, 6.247)  0.091
H (0.617, 0.138, 4.748)  0.085
H (-0.435, 3.106, 3.955)  0.110
H (-0.752, 5.554, 3.807)  0.094
H (-0.163, 6.754, 1.716)  0.094
H (0.726, 5.490, -0.220)  0.093
H (1.019, 3.061, -0.076)  0.095
H (2.452, 3.133, 3.436)  0.096
H (4.570, 2.821, 4.640)  0.095
H (5.470, 0.546, 5.023)  0.091
H (4.228, -1.422, 4.151)  0.100
H (2.131, -1.106, 2.922)  0.094
H (-5.900, 1.780, 2.110)  0.095
H (-7.988, 0.562, 1.619)  0.085
H (-7.958, -1.471, 0.233)  0.085
H (-5.809, -2.330, -0.676)  0.096
H (-1.929, -3.184, -1.897)  0.095
H (-2.302, -3.840, -4.234)  0.101
H (-3.590, -2.366, -5.756)  0.094
H (-4.494, -0.222, -4.905)  0.097
H (-4.174, 0.408, -2.550)  0.116
H (-4.081, -3.342, 0.485)  0.087
H (-3.351, -5.257, 1.833)  0.093
H (-1.046, -5.317, 2.760)  0.096
H (0.517, -3.466, 2.253)  0.092
H (-0.187, -1.581, 0.872)  0.071
O (-1.150, -0.144, -0.679)  -0.659
O (-1.256, 1.159, -0.054)  -0.417
Cl (-0.209, -0.329, -4.300)  0.542
C (-0.617, 1.347, -3.900)  -1.007
Cl (-1.518, 2.111, -5.221)  0.496
H (0.295, 1.918, -3.730)  -0.015
H (-1.254, 1.339, -3.020)  0.014
F (5.556, 6.716, -3.032)  0.062
C (4.709, 5.659, -3.029)  -0.175
C (3.365, 5.828, -2.758)  -0.169
F (2.900, 7.067, -2.497)  0.080
C (2.505, 4.752, -2.753)  -0.146
F (1.198, 4.982, -2.492)  0.066
C (2.910, 3.411, -3.010)  -0.345
O (2.122, 2.420, -2.996)  -0.184
C (4.307, 3.304, -3.288)  -0.144
F (4.809, 2.083, -3.553)  0.081
C (5.166, 4.379, -3.296)  -0.166
F (6.476, 4.203, -3.562)  0.083

Forces on the atoms, in the same order (eV/Å):
0.84 0.12 0.17
-0.10 -0.10 0.00
0.08 0.05 0.01
-0.01 -0.03 -0.14
-0.04 0.15 0.01
0.08 0.00 -0.09
-0.01 -0.01 0.04
0.22 -0.11 -0.16
0.11 -0.01 0.03
-0.02 0.02 0.00
0.01 0.01 -0.01
0.00 0.01 0.00
0.00 0.00 0.01
-0.01 0.00 0.00
-0.01 0.01 -0.01
-0.05 -0.14 0.13
0.00 -0.02 0.01
-0.01 0.01 -0.01
-0.02 -0.02 0.01
0.00 -0.03 -0.01
-0.01 0.00 0.00
0.00 0.02 -0.02
0.00 0.03 0.01
-0.02 0.01 0.00
0.01 0.01 0.00
0.02 0.01 -0.01
0.04 -0.09 -0.11
0.02 0.30 0.63
-0.15 -0.04 -0.07
0.01 -0.04 0.04
0.02 0.01 -0.02
0.01 0.04 -0.10
-0.09 -0.06 0.08
-0.01 0.15 0.03
-0.14 -0.06 -0.20
0.03 -0.02 0.00
0.01 0.00 -0.05
0.02 -0.01 -0.04
-0.01 -0.06 0.05
-0.01 0.05 0.00
0.00 0.00 -0.05
0.16 -0.03 0.01
-0.04 -0.06 0.05
-0.04 0.01 -0.02
-0.03 0.00 -0.01
0.02 -0.01 0.00
0.03 0.05 0.01
0.11 -0.03 -0.06
-0.07 -0.02 -0.05
0.03 0.03 0.02
0.05 0.03 0.00
-0.01 0.03 0.05
-0.11 -0.07 0.01
0.04 0.17 0.02
-0.03 -0.10 0.01
0.01 0.04 0.03
0.01 0.01 -0.06
0.05 -0.02 0.05
-0.01 0.05 0.05
-0.03 0.00 -0.05
-0.05 -0.19 0.12
0.08 0.01 0.03
-0.04 0.01 -0.03
0.02 0.05 -0.02
0.04 -0.04 0.03
-0.06 0.07 0.00
0.02 -0.06 -0.03
0.00 0.00 0.07
-0.02 0.00 -0.04
0.02 0.01 -0.02
0.02 0.00 0.01
-0.03 -0.01 0.02
-0.02 0.00 -0.01
-0.01 0.01 0.00
0.00 0.01 0.00
-0.01 0.00 0.02
-0.01 -0.01 0.02
-0.01 0.00 0.05
0.01 0.01 -0.01
0.00 -0.01 0.00
0.00 0.00 0.00
0.00 0.01 0.01
0.00 0.01 -0.02
0.00 0.00 -0.01
0.01 0.00 0.00
0.01 -0.03 -0.02
-0.04 0.00 0.02
-0.01 0.02 0.00
0.00 0.01 0.00
0.00 -0.01 0.00
0.00 -0.01 0.00
0.01 -0.01 0.01
0.00 0.01 0.00
0.01 0.00 0.00
-0.01 -0.01 0.00
-0.02 0.00 -0.01
-0.15 -0.03 -0.03
-0.27 -0.06 -0.03
-0.25 -0.02 -0.16
-0.05 -0.04 -0.21
-0.05 0.07 0.18
-0.15 0.14 -0.16
0.04 -0.08 -0.04
-0.01 -0.08 0.01
0.02 0.01 0.00
0.02 0.01 -0.01
0.00 0.03 0.01
-0.03 0.03 0.01
-0.02 -0.20 -0.02
-0.03 0.03 0.00
0.21 0.21 -0.04
-0.06 -0.05 0.08
-0.21 -0.06 0.06
0.05 -0.02 -0.01
0.01 0.08 0.01
0.04 -0.05 -0.02

no.,maximum force (eV/A)
1,2.2
2,0.5
3,0.9